Here is a molecular structure, C36H50AsIrN3O6S2Si from OMol25. Energies are from ωB97M-V/def2-TZVPD.

Last column: Löwdin charge in e.
CARTESIAN COORDINATES (ANGSTROEM)
C  13.9833  12.0246  21.0437  -0.08
N  7.8508  12.7431  12.7279  -0.13
C  12.8911  12.8774  20.8816  -0.07
H  9.3456  18.6377  8.6425  0.08
C  6.8544  10.3623  20.7658  -0.25
C  9.5914  14.4178  10.3756  -0.05
H  14.9907  12.3819  20.9259  0.11
H  7.9813  8.5235  20.9764  0.10
H  13.0292  13.9396  20.6328  0.12
C  9.2283  14.8182  11.6698  -0.28
C  9.9851  10.5148  21.4414  -0.27
C  14.0983  10.7530  17.5688  -0.02
C  5.0095  12.2479  21.6903  -0.08
H  9.9288  13.3945  10.1554  0.13
H  10.5123  15.0292  19.6556  0.00
C  7.9777  7.6198  15.1763  -0.19
C  9.4041  16.1323  16.6032  -0.16
C  7.8387  9.3306  20.2673  -0.29
S  9.4723  9.9219  19.8083  0.99
C  13.7597  10.7048  21.3984  -0.09
C  14.3408  13.2427  17.6138  -0.03
H  7.3844  10.0589  22.8417  0.13
H  8.4523  16.3240  16.0632  0.05
C  9.6351  15.3576  9.3775  -0.04
H  7.4759  7.5501  16.1328  0.05
H  8.2119  11.7888  12.6810  0.09
C  9.1064  17.5968  8.4492  -0.04
H  8.1320  6.6045  14.7974  0.06
H  13.3092  10.0012  17.5883  0.07
H  10.1073  6.4782  17.1085  0.04
H  6.0498  10.8108  18.8077  0.11
H  5.6764  11.6873  23.6336  0.11
H  11.2662  9.7221  14.1074  0.06
H  14.7156  10.5439  16.6749  0.09
H  5.8627  11.0263  13.4687  0.10
H  14.7595  10.6268  18.4415  0.08
C  9.0250  17.0912  10.8910  -0.03
C  7.2895  14.1854  17.5043  -0.15
C  5.9836  11.0640  19.8788  -0.03
H  11.8245  15.5706  17.5277  0.11
Si  9.1076  14.7049  17.7574  0.45
H  7.4491  8.8926  19.3562  0.09
H  8.0738  17.5584  8.1102  0.09
C  10.6147  8.8463  13.8876  -0.18
C  12.4962  10.1682  21.5880  -0.04
H  5.7678  13.1863  12.7858  0.11
H  11.2270  8.0576  13.5122  0.03
H  9.9009  16.9508  17.0571  0.02
N  12.1769  12.2310  17.4517  0.13
H  12.3660  9.1129  21.7580  0.11
H  14.5940  10.0104  21.6144  0.12
C  6.5922  12.9924  13.4624  -0.18
H  10.5889  5.9594  15.4853  0.04
H  8.8026  18.1200  11.0988  0.12
C  12.3206  14.5847  17.5714  -0.02
O  7.3640  11.3371  16.3748  -0.14
H  9.0818  16.0854  19.7345  0.04
Ir  9.5130  11.4995  16.8839  1.49
H  9.9200  9.2190  13.1309  0.04
O  9.1300  11.2072  19.1024  -0.62
H  9.8521  9.7557  22.2101  0.11
O  9.0179  14.3224  14.2188  -0.32
As  9.6899  8.3336  15.5008  1.04
C  10.6364  6.7715  16.1979  -0.18
H  9.0023  14.3210  20.1788  0.05
C  7.3111  11.1407  15.1298  -0.61
H  7.0399  13.9468  16.4999  -0.01
H  8.7818  16.5050  12.9268  0.11
O  9.8043  9.4069  16.7965  -0.66
C  6.6738  10.5654  22.1435  -0.06
C  11.6310  12.3700  21.1103  -0.03
C  13.4979  12.1483  17.5627  -0.34
H  9.8595  14.9665  8.3882  0.12
H  6.7615  13.8077  14.1680  0.10
C  9.0246  16.1689  11.9338  -0.03
C  13.7041  14.4712  17.6431  -0.05
H  15.4363  13.1413  17.6262  0.13
H  10.0961  15.7955  15.8673  0.00
S  9.1938  13.6450  12.9668  0.62
H  6.8342  13.4696  18.2006  0.02
H  4.3796  12.4698  19.6727  0.10
H  14.2579  15.3963  17.7717  0.12
C  5.0182  11.9388  20.3409  -0.07
H  7.4400  8.2275  14.4673  0.03
H  9.7584  17.1898  7.6352  0.09
C  9.2973  16.6760  9.6302  -0.28
H  5.2900  11.9266  14.8395  0.13
C  11.3886  11.0149  21.4309  -0.26
H  6.8294  15.1712  17.7023  0.04
O  10.2899  12.7380  12.7736  -0.29
C  9.4598  15.1002  19.5348  -0.14
C  11.5522  13.4268  17.4164  -0.42
C  6.1773  11.7024  14.2243  -0.07
O  8.2446  10.5579  14.5005  -0.12
C  5.7963  11.5284  22.5695  -0.09
H  9.3214  11.3366  21.5231  0.08
H  4.3576  13.0194  22.1032  0.11
H  11.6276  7.0854  16.4580  0.03
N  10.1736  13.3443  17.3263  -0.18
H  10.7332  12.9753  20.9639  0.10

Computed properties:
Highest occupied orbital energy (alpha / beta) = -10.608 / -10.822 eV
Energy above the lowest of the compared OMol25 structures with the same formula, charge and spin = 0.0 kcal/mol
Orbital gap (alpha / beta) = 8.8 / 6.7 eV
Charge = +1
⟨S²⟩ = 6.019
Electronic energy = -5443.22162 Eh
Spin multiplicity = 5